ORCA calculation (ωB97M-V/def2-TZVPD) on a cluster of 2 separate species, C14H31BNO6 in total in a non-equilibrium geometry.

The geometry in XYZ format:
```
53
Properties=species:S:1:pos:R:3
C -3.87 0.87 6.96
C -3.72 -0.71 6.42
O -2.69 -0.65 5.35
C -2.78 -1.87 4.48
O -1.67 -1.76 3.53
C -1.98 -2.44 2.25
O -1.66 -3.74 2.16
O -2.55 -1.60 1.18
C -3.56 -2.32 0.38
B -3.55 -1.57 -1.12
O -2.19 -1.48 -1.76
O -4.79 -1.08 -1.78
H -3.84 1.64 6.07
H -4.89 0.99 7.56
H -3.01 1.12 7.71
H -3.39 -1.41 7.31
H -4.72 -1.07 5.91
H -2.59 -2.78 5.22
H -3.85 -1.90 4.00
H -4.65 -2.26 0.83
H -3.32 -3.44 0.17
H -2.03 -0.53 -2.03
H -5.08 -0.25 -1.26
C 0.72 -1.54 -0.93
C 1.87 -1.41 -1.92
C 3.02 -0.55 -1.40
C 2.76 0.95 -1.21
N 2.42 1.77 -2.48
C 3.10 3.15 -2.37
C 4.49 2.91 -2.91
C 4.26 1.98 -4.09
C 2.96 1.24 -3.82
C 0.90 1.97 -2.55
H 0.26 -0.58 -0.73
H -0.05 -2.21 -1.35
H 1.06 -1.97 0.01
H 1.49 -1.04 -2.87
H 2.26 -2.42 -2.12
H 3.90 -0.69 -2.04
H 3.33 -0.95 -0.42
H 3.67 1.38 -0.78
H 1.97 1.12 -0.48
H 2.54 3.85 -3.02
H 3.06 3.50 -1.34
H 5.12 2.41 -2.16
H 4.99 3.83 -3.20
H 5.10 1.29 -4.23
H 4.17 2.56 -5.02
H 3.09 0.16 -3.79
H 2.23 1.48 -4.60
H 0.58 2.47 -1.64
H 0.43 1.00 -2.65
H 0.67 2.60 -3.42
```

Computed properties:
- Total charge: +1
- Kohn-Sham gap: 0.3420 Eh
- HOMO: -0.4332 Eh

ORCA calculation (ωB97M-V/def2-TZVPD) on a cluster of 3 separate species, C14H31ClNO in total.

The geometry in XYZ format:
```
48
Properties=species:S:1:pos:R:3
N 2.68 -1.43 1.22
C 3.06 -1.43 -0.17
C 4.50 -0.98 -0.20
O 5.52 -1.56 0.01
Cl 4.62 0.86 -0.46
H 2.64 -0.45 1.50
H 3.05 -2.44 -0.59
H 2.48 -0.75 -0.82
C 1.29 2.24 0.63
C 1.77 3.37 -0.27
C 0.92 4.64 -0.17
C -0.54 4.47 -0.57
C -0.75 3.94 -1.99
C -0.20 4.85 -3.07
H 0.28 1.91 0.37
H 1.95 1.38 0.54
H 1.28 2.55 1.68
H 1.80 3.03 -1.30
H 2.80 3.62 0.00
H 1.38 5.43 -0.78
H 0.95 5.01 0.87
H -1.05 5.44 -0.48
H -1.04 3.80 0.13
H -1.83 3.80 -2.15
H -0.30 2.94 -2.08
H -0.65 5.85 -3.01
H -0.40 4.45 -4.07
H 0.88 4.97 -2.98
C -3.11 -4.81 2.51
C -3.12 -4.44 1.03
C -1.73 -4.53 0.38
C -0.68 -3.59 0.98
C -1.06 -2.11 0.95
C -1.25 -1.56 -0.46
H -2.49 -4.13 3.09
H -4.12 -4.76 2.93
H -2.73 -5.82 2.67
H -3.52 -3.44 0.91
H -3.80 -5.12 0.50
H -1.84 -4.34 -0.69
H -1.37 -5.56 0.47
H 0.26 -3.71 0.44
H -0.47 -3.87 2.01
H -0.24 -1.56 1.43
H -1.96 -1.93 1.54
H -0.34 -1.70 -1.05
H -1.46 -0.49 -0.44
H -2.08 -2.04 -0.99
```

Computed properties:
- Total charge: -1
- Kohn-Sham gap: 0.2021 Eh
- HOMO: -0.0929 Eh

ORCA calculation (ωB97M-V/def2-TZVPD) on a cluster of 3 separate species, C14H31FO3Si in total in a non-equilibrium geometry.

The geometry in XYZ format:
```
50
Properties=species:S:1:pos:R:3
C 3.54 -1.46 0.60
C 2.71 -0.04 0.39
F 1.87 0.00 -0.83
C 1.93 0.32 1.78
Si 0.60 1.71 1.65
C -1.08 1.15 0.89
C -1.94 0.10 1.82
C -2.77 -0.90 0.81
O -3.41 -0.19 -0.34
H 2.97 -2.40 0.16
H 4.57 -1.40 0.02
H 3.70 -1.62 1.77
H 3.56 0.80 0.25
H 2.77 0.73 2.53
H 1.44 -0.63 2.30
H 1.08 2.87 0.87
H 0.36 2.25 3.01
H -0.90 0.77 -0.22
H -1.75 2.13 0.77
H -2.76 0.67 2.47
H -1.25 -0.59 2.49
H -3.65 -1.37 1.44
H -2.00 -1.72 0.45
H -3.06 -0.68 -1.14
C 7.55 -1.26 -3.66
C 6.16 -0.83 -4.03
C 5.36 -1.29 -2.82
O 6.24 -1.21 -1.69
C 7.57 -1.01 -2.16
H 8.34 -0.71 -4.19
H 7.68 -2.33 -3.86
H 6.11 0.26 -4.12
H 5.80 -1.27 -4.96
H 5.04 -2.33 -2.93
H 4.48 -0.66 -2.65
H 7.86 0.02 -1.94
H 8.26 -1.69 -1.64
C -7.64 1.19 0.35
C -6.32 0.63 0.80
C -6.17 1.21 2.18
O -7.50 1.37 2.71
C -8.43 1.19 1.64
H -8.12 0.62 -0.45
H -7.50 2.22 0.00
H -6.38 -0.47 0.86
H -5.48 0.88 0.14
H -5.70 2.20 2.15
H -5.59 0.57 2.85
H -8.93 0.22 1.80
H -9.19 1.98 1.67
```

Computed properties:
- Kohn-Sham gap: 0.3674 Eh
- SMILES string: C[C@@H](F)C[SiH2]CCCO.C1CCOC1.C1CCOC1
- HOMO: -0.3407 Eh

ORCA calculation (ωB97M-V/def2-TZVPD) on a cluster of 5 separate species, C14H31N10O4 in total.

The geometry in XYZ format:
```
59
Properties=species:S:1:pos:R:3
C -1.11 4.05 0.31
C -1.26 2.97 -0.55
C -2.32 2.96 -1.45
C -2.57 1.85 -2.45
C -2.27 0.43 -1.93
C -0.96 -0.19 -2.42
N 0.09 0.84 -2.72
C -0.31 1.94 -3.68
C -1.82 2.09 -3.78
C -3.19 4.04 -1.41
C -2.96 5.08 -0.52
N -1.93 5.08 0.32
H -0.29 4.06 1.03
H -0.57 2.15 -0.45
H -3.63 1.89 -2.71
H -3.06 -0.23 -2.26
H -2.30 0.42 -0.84
H -0.55 -0.84 -1.64
H -1.09 -0.79 -3.32
H 0.40 1.26 -1.84
H 0.91 0.36 -3.09
H 0.11 1.67 -4.65
H 0.17 2.85 -3.35
H -2.03 3.09 -4.15
H -2.22 1.39 -4.52
H -4.05 4.09 -2.07
H -3.62 5.94 -0.48
C -0.38 -3.68 -0.18
O -0.35 -2.62 -0.83
N 0.41 -3.90 0.88
N -1.26 -4.67 -0.52
H 0.37 -4.75 1.41
H 1.06 -3.19 1.18
H -1.85 -4.51 -1.32
H -1.32 -5.54 -0.03
C 2.23 -1.48 3.50
O 1.87 -2.41 2.78
N 1.92 -1.45 4.82
N 2.98 -0.45 3.04
H 2.22 -0.72 5.44
H 1.37 -2.21 5.19
H 3.33 -0.50 2.10
H 3.34 0.27 3.63
C -4.27 -2.07 1.82
O -5.22 -1.91 2.55
N -3.49 -1.02 1.39
N -3.88 -3.29 1.35
H -2.69 -1.15 0.80
H -3.72 -0.11 1.73
H -4.42 -4.09 1.65
H -3.10 -3.43 0.75
C 6.72 0.09 1.69
O 5.68 0.18 2.32
N 7.42 1.19 1.28
N 7.26 -1.12 1.35
H 8.28 1.13 0.78
H 7.06 2.09 1.54
H 6.78 -1.94 1.67
H 8.12 -1.22 0.85
```

Computed properties:
- Total charge: +1
- Kohn-Sham gap: 0.3285 Eh
- HOMO: -0.4295 Eh

ORCA calculation (ωB97M-V/def2-TZVPD) on a cluster of 3 separate species, C14H31N2O4 in total.

The geometry in XYZ format:
```
51
Properties=species:S:1:pos:R:3
C -0.86 -1.18 -2.42
C 0.50 -0.47 -2.42
C 1.75 -1.42 -2.35
N 2.87 -1.10 -3.18
O 3.79 -0.29 -2.32
C 3.55 1.07 -2.45
C 4.88 1.83 -2.43
N 4.73 3.27 -2.21
C 5.10 3.78 -0.90
C 4.25 3.34 0.31
C 4.52 1.92 0.79
O 4.43 4.28 1.38
H -1.45 -0.97 -3.31
H -0.73 -2.27 -2.38
H -1.49 -0.90 -1.56
H 0.63 0.11 -3.34
H 0.53 0.24 -1.59
H 1.38 -2.43 -2.61
H 2.07 -1.47 -1.30
H 2.92 1.47 -1.62
H 3.01 1.26 -3.38
H 5.39 1.64 -3.38
H 5.51 1.40 -1.65
H 3.78 3.55 -2.44
H 5.06 4.87 -0.93
H 6.14 3.50 -0.70
H 3.19 3.44 0.02
H 5.59 1.69 0.74
H 4.01 1.17 0.19
H 4.19 1.82 1.82
H 5.25 4.06 1.82
C -3.81 1.49 1.90
C -3.63 0.70 0.63
O -2.68 0.87 -0.09
C -4.70 -0.32 0.32
H -2.98 2.19 2.03
H -4.75 2.04 1.88
H -3.86 0.82 2.76
H -5.68 0.16 0.27
H -4.75 -1.07 1.12
H -4.48 -0.82 -0.62
C -4.12 -4.71 3.08
C -5.40 -3.96 2.85
O -5.56 -3.26 1.88
C -6.48 -4.12 3.90
H -3.42 -4.52 2.26
H -3.67 -4.41 4.02
H -4.32 -5.78 3.14
H -6.10 -3.80 4.87
H -6.75 -5.17 3.99
H -7.35 -3.53 3.63
```

Computed properties:
- Total charge: -1
- Kohn-Sham gap: 0.1273 Eh
- HOMO: -0.0550 Eh

Repeat the fifth record exactly.
ORCA calculation (ωB97M-V/def2-TZVPD) on a cluster of 3 separate species, C14H31N2O4 in total.

The geometry in XYZ format:
```
51
Properties=species:S:1:pos:R:3
C -0.86 -1.18 -2.42
C 0.50 -0.47 -2.42
C 1.75 -1.42 -2.35
N 2.87 -1.10 -3.18
O 3.79 -0.29 -2.32
C 3.55 1.07 -2.45
C 4.88 1.83 -2.43
N 4.73 3.27 -2.21
C 5.10 3.78 -0.90
C 4.25 3.34 0.31
C 4.52 1.92 0.79
O 4.43 4.28 1.38
H -1.45 -0.97 -3.31
H -0.73 -2.27 -2.38
H -1.49 -0.90 -1.56
H 0.63 0.11 -3.34
H 0.53 0.24 -1.59
H 1.38 -2.43 -2.61
H 2.07 -1.47 -1.30
H 2.92 1.47 -1.62
H 3.01 1.26 -3.38
H 5.39 1.64 -3.38
H 5.51 1.40 -1.65
H 3.78 3.55 -2.44
H 5.06 4.87 -0.93
H 6.14 3.50 -0.70
H 3.19 3.44 0.02
H 5.59 1.69 0.74
H 4.01 1.17 0.19
H 4.19 1.82 1.82
H 5.25 4.06 1.82
C -3.81 1.49 1.90
C -3.63 0.70 0.63
O -2.68 0.87 -0.09
C -4.70 -0.32 0.32
H -2.98 2.19 2.03
H -4.75 2.04 1.88
H -3.86 0.82 2.76
H -5.68 0.16 0.27
H -4.75 -1.07 1.12
H -4.48 -0.82 -0.62
C -4.12 -4.71 3.08
C -5.40 -3.96 2.85
O -5.56 -3.26 1.88
C -6.48 -4.12 3.90
H -3.42 -4.52 2.26
H -3.67 -4.41 4.02
H -4.32 -5.78 3.14
H -6.10 -3.80 4.87
H -6.75 -5.17 3.99
H -7.35 -3.53 3.63
```

Computed properties:
- Total charge: -1
- Kohn-Sham gap: 0.1273 Eh
- HOMO: -0.0550 Eh